{
  "formula": "C42H108N4O18S6",
  "method": "ωB97M-V with the def2-TZVPD basis set",
  "de_lowest_kcal_mol": 121.2,
  "e_lumo_ev": -0.1414,
  "e_homo_ha": -0.2858,
  "smiles": "CCOS(C)(=O)=O.CCOS(C)(=O)=O.CCOS(C)(=O)=O.CCOS(C)(=O)=O.CCOS(C)(=O)=O.CCOS(C)(=O)=O.CCN(CC)CC.CCN(CC)CC.CCN(CC)CC.CCN(CC)CC",
  "fmax_ev_per_a": 3.9,
  "energy_ha": -5627.17604,
  "multiplicity": 1,
  "symbols": ["C", "C", "N", "C", "C", "C", "C", "H", "H", "H", "H", "H", "H", "H", "H", "H", "H", "H", "H", "H", "H", "H", "C", "C", "N", "C", "C", "C", "C", "H", "H", "H", "H", "H", "H", "H", "H", "H", "H", "H", "H", "H", "H", "H", "C", "C", "N", "C", "C", "C", "C", "H", "H", "H", "H", "H", "H", "H", "H", "H", "H", "H", "H", "H", "H", "H", "C", "C", "N", "C", "C", "C", "C", "H", "H", "H", "H", "H", "H", "H", "H", "H", "H", "H", "H", "H", "H", "H", "O", "S", "O", "O", "C", "C", "C", "H", "H", "H", "H", "H", "H", "H", "H", "O", "S", "O", "O", "C", "C", "C", "H", "H", "H", "H", "H", "H", "H", "H", "O", "S", "O", "O", "C", "C", "C", "H", "H", "H", "H", "H", "H", "H", "H", "O", "S", "O", "O", "C", "C", "C", "H", "H", "H", "H", "H", "H", "H", "H", "O", "S", "O", "O", "C", "C", "C", "H", "H", "H", "H", "H", "H", "H", "H", "O", "S", "O", "O", "C", "C", "C", "H", "H", "H", "H", "H", "H", "H", "H"],
  "coordinates": [[2.42207, 22.60842, 0.30194], [1.28286, 21.60131, 0.39652], [0.44141, 21.69008, -0.78247], [-0.26358, 20.40137, -0.90140], [-1.03390, 20.17441, -2.17990], [-0.50571, 22.82872, -0.71788], [-0.56239, 23.51803, -1.99035], [2.16506, 23.64166, 0.53527], [2.90861, 22.48761, -0.66555], [2.98953, 22.27224, 1.17068], [1.76847, 20.62617, 0.41932], [0.79299, 21.83255, 1.34564], [0.43427, 19.57168, -0.78380], [-0.91324, 20.34507, -0.02379], [-1.54305, 19.23575, -1.95649], [-1.89806, 20.83329, -2.28118], [-0.43766, 20.27194, -3.08615], [-0.18322, 23.48594, 0.09093], [-1.47375, 22.43564, -0.39879], [-0.80957, 22.82523, -2.79448], [0.39955, 23.93381, -2.29299], [-1.23574, 24.36563, -1.85416], [8.99643, 13.47449, -6.25279], [9.22334, 14.59916, -7.21809], [9.36971, 15.89187, -6.59173], [8.18933, 16.40562, -5.84974], [7.04648, 16.77762, -6.74698], [10.66472, 15.96765, -5.78770], [11.88520, 15.69831, -6.58134], [8.71185, 12.59978, -6.83770], [8.19944, 13.71103, -5.54911], [9.95402, 13.36935, -5.74229], [9.93241, 14.26729, -7.97661], [8.30694, 14.66096, -7.80936], [7.81411, 15.82716, -5.00232], [8.62619, 17.28257, -5.36748], [6.26871, 17.36573, -6.26227], [7.44450, 17.21485, -7.66218], [6.69492, 15.76723, -6.96371], [10.62126, 15.26108, -4.95562], [10.78449, 16.92504, -5.27931], [11.70843, 14.99321, -7.39196], [12.58037, 15.22795, -5.88397], [12.40282, 16.60387, -6.89677], [9.22802, 10.53448, -3.02784], [8.48632, 11.62886, -3.77743], [7.06364, 11.76323, -3.51597], [6.60507, 12.62308, -2.46460], [6.47329, 14.03288, -2.92162], [6.21494, 10.69507, -4.01077], [4.71059, 10.90875, -3.94801], [8.80668, 9.61630, -3.43933], [9.10134, 10.56849, -1.94552], [10.30103, 10.52096, -3.21982], [9.07590, 12.53450, -3.62822], [8.56218, 11.41656, -4.84430], [5.71794, 12.18008, -2.01189], [7.33224, 12.68511, -1.65069], [6.85399, 14.81502, -2.26267], [6.99573, 14.22456, -3.85861], [5.42638, 14.27661, -3.11267], [6.50795, 9.75326, -3.54103], [6.37515, 10.53252, -5.07854], [4.30620, 10.35496, -4.79549], [4.38442, 11.94497, -4.02885], [4.32066, 10.39752, -3.06739], [5.08267, 24.63258, -8.03337], [4.01641, 23.53518, -7.69957], [4.30694, 22.72715, -6.48697], [5.66324, 22.16737, -6.55390], [5.74970, 20.86215, -7.32161], [4.13520, 23.42551, -5.21128], [2.70585, 23.20440, -4.74543], [5.04594, 25.45777, -7.32308], [4.65697, 25.02826, -8.95735], [6.07396, 24.26007, -8.28474], [3.10594, 24.13328, -7.65334], [3.89913, 22.87924, -8.56189], [6.06877, 21.92445, -5.57123], [6.40372, 22.82481, -7.01130], [6.81351, 20.73176, -7.52576], [5.37191, 20.98087, -8.34001], [5.19676, 19.97342, -7.01919], [4.77125, 23.10413, -4.38667], [4.29984, 24.48948, -5.39364], [2.42037, 22.15334, -4.77121], [2.44401, 23.59093, -3.75962], [2.11576, 23.80658, -5.43783], [9.91201, 22.04810, -0.54080], [10.89997, 21.51408, -1.46487], [10.81273, 20.18660, -2.12130], [11.36924, 22.66397, -2.49749], [11.48781, 24.03438, -2.05449], [11.68347, 24.92031, -3.26669], [12.58168, 21.51326, -0.56007], [12.37141, 24.28329, -1.46347], [10.65279, 24.33434, -1.42213], [10.69371, 24.95609, -3.72529], [12.36489, 24.55427, -4.03333], [11.92395, 25.94325, -2.97903], [12.66436, 20.65000, 0.09913], [12.89895, 22.45299, -0.11249], [13.21560, 21.29011, -1.41853], [4.37678, 18.20938, -4.75447], [3.90223, 18.06183, -3.40705], [3.05170, 16.99849, -2.92387], [5.25934, 18.02159, -2.45186], [6.43756, 18.47019, -3.08462], [7.62578, 18.51718, -2.09379], [3.40355, 19.62231, -2.67684], [6.43233, 19.51145, -3.41209], [6.68650, 17.80159, -3.90805], [8.54313, 19.06253, -2.30821], [7.86568, 17.51949, -1.72366], [7.09158, 18.97534, -1.25853], [3.08736, 19.26040, -1.69909], [2.65666, 20.03287, -3.35533], [4.32983, 20.19432, -2.67916], [0.70857, 13.93406, -6.95934], [0.50491, 14.69938, -5.70064], [-0.79283, 15.09298, -5.22367], [1.17281, 13.72727, -4.55436], [1.06449, 14.11436, -3.15817], [1.41269, 12.80077, -2.44912], [1.68323, 16.14610, -5.66330], [0.07868, 14.52258, -2.93781], [1.80486, 14.82871, -2.79502], [0.61748, 12.12203, -2.75810], [1.42280, 12.93379, -1.36767], [2.36666, 12.44150, -2.83295], [2.68753, 15.76400, -5.83861], [1.61235, 16.62377, -4.68718], [1.39225, 16.91146, -6.38192], [2.73319, 18.25245, 0.76520], [1.94518, 17.07882, 1.12520], [0.48958, 17.04923, 0.96328], [2.55154, 15.83903, 0.20185], [3.99198, 15.67055, 0.17581], [4.35619, 14.20945, 0.25569], [2.43583, 16.43038, 2.76316], [4.47553, 16.36800, 0.86267], [4.38337, 16.16845, -0.71316], [5.41290, 13.95568, 0.17186], [3.90994, 13.74242, -0.62352], [3.97488, 13.70936, 1.14605], [1.79705, 15.57492, 2.97873], [2.31336, 17.16085, 3.56205], [3.48523, 16.14688, 2.69815], [9.91952, 17.85765, 5.24762], [10.36331, 18.95643, 4.38210], [11.78885, 19.28327, 4.35252], [9.81203, 18.64373, 2.86376], [10.55013, 19.22493, 1.81549], [9.90398, 18.72567, 0.54135], [9.42198, 20.45716, 4.74748], [11.53949, 18.77109, 1.74992], [10.65315, 20.31029, 1.80939], [9.23363, 17.86512, 0.52845], [10.62702, 18.43849, -0.22268], [9.25041, 19.42330, 0.01626], [9.82300, 21.12647, 3.98659], [9.71717, 20.75064, 5.75322], [8.38170, 20.19730, 4.56035], [4.90857, 23.45109, 2.11572], [6.17937, 22.84119, 1.71283], [7.35171, 22.99320, 2.53035], [5.77105, 21.25348, 1.51965], [6.79915, 20.21629, 1.48949], [5.94653, 18.92482, 1.51130], [6.51493, 23.22956, -0.04791], [7.38055, 20.18182, 2.41011], [7.30956, 20.33693, 0.53519], [5.02520, 19.04684, 2.07950], [6.48613, 18.02677, 1.81050], [5.63693, 18.83495, 0.46900], [5.60893, 22.87602, -0.54179], [7.30478, 22.62105, -0.48665], [6.55985, 24.30900, -0.18279]]
}